C4H6N2 | the ωB97M-V functional and the def2-TZVPD basis

Computed properties:
Energy above the lowest of the compared OMol25 structures with the same formula, charge and spin   2.783 eV
Lowest unoccupied orbital energy   0.869 eV
HOMO   -6.8 eV
Frontier orbital gap   7.68 eV

Geometry (Å):
N: -1.72 -1.20 0.28
C: -0.56 -0.63 0.33
C: 0.80 -0.75 0.61
C: 1.48 0.34 -0.03
C: 0.64 1.19 -0.68
N: -0.73 0.69 -0.41
H: -1.45 0.26 -1.05
H: -1.79 -2.08 0.76
H: 1.26 -1.59 1.09
H: 2.56 0.46 -0.02
H: 0.79 2.12 -1.19
H: -1.24 1.33 0.20

The molecule's natural (NBO) atomic charges, reported in e, are given here: atom 1 (N): -0.8472, atom 2 (C): 0.4057, atom 3 (C): -0.5196, atom 4 (C): -0.1303, atom 5 (C): -0.2502, atom 6 (N): -0.5910, atom 7 (H): 0.4721, atom 8 (H): 0.3586, atom 9 (H): 0.2317, atom 10 (H): 0.2254, atom 11 (H): 0.2198, atom 12 (H): 0.4249

***

C15H24ClF5N5O6P | the ωB97M-V functional and the def2-TZVPD basis

Computed properties:
Lowest unoccupied orbital energy   -3.416 eV
HOMO   -5.6 eV
Frontier orbital gap   2.21 eV

Geometry (Å):
N: 1.40 2.73 2.91
P: 1.00 1.20 2.56
C: -0.66 1.09 1.59
C: -1.52 2.28 2.24
C: -1.66 2.24 3.84
N: -2.12 0.95 4.41
C: -0.46 1.49 0.03
C: 0.42 2.78 -0.33
C: 1.82 2.47 -1.06
O: 1.91 3.40 -2.19
N: -0.17 0.17 -0.60
C: -0.65 -0.07 -1.99
C: 0.43 -0.85 -2.91
O: 1.49 -0.36 -3.32
O: 0.08 -2.18 -3.30
C: -0.47 -0.86 0.39
N: -0.12 -2.13 0.20
C: -0.35 -3.22 1.17
F: -1.68 -3.66 1.27
F: 0.39 -4.34 0.66
C: 0.29 -2.93 2.64
F: -0.72 -2.60 3.57
F: 1.34 -2.01 2.60
F: 0.85 -4.17 3.07
N: -1.18 -0.30 1.59
C: -2.65 -0.52 1.54
C: -3.30 -0.49 0.07
O: -3.67 0.52 -0.54
Cl: -3.55 -2.11 -0.75
H: 1.48 2.85 3.93
H: 2.11 0.70 1.76
H: 0.91 0.52 3.84
H: -2.53 2.31 1.71
H: -0.99 3.27 1.97
H: -0.73 2.56 4.41
H: -2.48 3.02 4.10
H: -3.12 0.79 4.26
H: -1.54 0.15 4.13
H: -1.53 1.87 -0.22
H: 0.64 3.47 0.55
H: -0.20 3.40 -1.07
H: 2.73 2.65 -0.39
H: 1.91 1.43 -1.51
H: 2.55 4.11 -1.98
H: -0.82 0.94 -2.52
H: -1.62 -0.66 -2.07
H: 0.77 -2.81 -2.98
H: 0.35 -2.36 -0.70
H: -3.26 0.17 2.20
H: -2.83 -1.59 1.94
C: 2.90 -1.58 -5.73
C: 3.38 -3.01 -5.93
O: 3.70 -3.32 -7.10
O: 3.39 -3.72 -4.88
H: 2.91 -1.02 -6.67
H: 1.88 -1.58 -5.34
H: 3.55 -1.07 -5.02

The molecule's natural (NBO) atomic charges, reported in e, are given here: atom 1 (N): -1.3147, atom 2 (P): 1.2075, atom 3 (C): -0.1421, atom 4 (C): -0.4677, atom 5 (C): -0.2436, atom 6 (N): -0.8466, atom 7 (C): -0.0581, atom 8 (C): -0.4879, atom 9 (C): -0.0918, atom 10 (O): -0.7272, atom 11 (N): -0.4194, atom 12 (C): -0.3528, atom 13 (C): 0.7378, atom 14 (O): -0.4557, atom 15 (O): -0.7251, atom 16 (C): 0.8000, atom 17 (N): -0.5984, atom 18 (C): 0.7585, atom 19 (F): -0.2842, atom 20 (F): -0.2844, atom 21 (C): 0.9293, atom 22 (F): -0.3008, atom 23 (F): -0.3021, atom 24 (F): -0.2896, atom 25 (N): -0.5079, atom 26 (C): -0.3422, atom 27 (C): 0.5236, atom 28 (O): -0.4778, atom 29 (Cl): -0.0451, atom 30 (H): 0.3792, atom 31 (H): 0.0021, atom 32 (H): 0.0059, atom 33 (H): 0.2272, atom 34 (H): 0.2870, atom 35 (H): 0.2243, atom 36 (H): 0.2227, atom 37 (H): 0.3608, atom 38 (H): 0.3553, atom 39 (H): 0.2369, atom 40 (H): 0.2784, atom 41 (H): 0.2529, atom 42 (H): 0.1931, atom 43 (H): 0.2059, atom 44 (H): 0.4796, atom 45 (H): 0.2857, atom 46 (H): 0.2477, atom 47 (H): 0.5205, atom 48 (H): 0.4851, atom 49 (H): 0.2867, atom 50 (H): 0.2617, atom 51 (C): -0.7214, atom 52 (C): 0.7531, atom 53 (O): -0.7651, atom 54 (O): -0.8286, atom 55 (H): 0.1971, atom 56 (H): 0.1808, atom 57 (H): 0.1939

***

C41H41N4O3V | the ωB97M-V functional and the def2-TZVPD basis

Computed properties:
Energy above the lowest of the compared OMol25 structures with the same formula, charge and spin   3.961 eV
Net charge   +3
Spin multiplicity   2
Lowest unoccupied orbital energy (spin up / spin down)   -10.909 / -11.268 eV
HOMO (spin up / spin down)   -16.3 / -16.3 eV
Expectation value of S²   0.829
Frontier orbital gap (spin up / spin down)   5.41 / 5.06 eV

Geometry (Å):
V: -0.55 -0.16 -0.02
C: 3.89 -6.42 -0.96
O: 3.64 -5.06 -0.29
C: 2.53 -4.53 -0.72
C: 1.80 -4.86 -1.83
C: 0.65 -4.20 -2.04
C: 0.16 -3.11 -1.45
C: -1.14 -2.45 -1.61
C: -2.04 -3.10 -2.53
O: -1.51 -1.45 -0.99
C: 1.03 -2.63 -0.34
O: 0.88 -1.55 0.33
C: 2.17 -3.31 0.02
H: 4.79 -6.59 -0.37
H: 4.09 -6.22 -1.97
H: 3.02 -7.15 -0.86
H: 2.18 -5.48 -2.58
H: 0.17 -4.45 -2.99
H: -2.67 -3.73 -1.96
H: -1.54 -3.68 -3.20
H: -2.82 -2.53 -3.00
H: 2.69 -2.87 0.88
C: -1.13 0.39 -3.80
C: 0.29 -0.17 -3.82
C: 0.69 -0.97 -4.92
C: 1.87 -1.69 -4.94
C: 2.70 -1.55 -3.83
C: 2.33 -0.77 -2.73
C: 3.28 -0.66 -1.55
C: 1.09 -0.14 -2.70
N: 0.72 0.64 -1.52
C: 1.33 1.76 -1.40
C: 2.29 2.30 -2.44
C: 1.15 2.43 -0.04
C: 1.94 3.73 0.29
N: 0.33 1.92 0.74
C: 0.11 2.46 2.04
C: 0.81 1.93 3.13
C: 2.10 1.12 2.89
C: 0.54 2.47 4.37
C: -0.41 3.51 4.47
C: -1.12 3.99 3.44
C: -0.86 3.45 2.18
C: -1.76 3.98 1.07
H: -1.68 0.36 -4.74
H: -1.05 1.45 -3.60
H: -1.77 0.08 -2.92
H: 0.03 -0.97 -5.79
H: 2.17 -2.20 -5.85
H: 3.76 -1.91 -3.90
H: 4.05 0.13 -1.71
H: 3.77 -1.61 -1.28
H: 2.95 -0.38 -0.53
H: 2.07 1.99 -3.45
H: 3.37 2.17 -2.28
H: 2.17 3.38 -2.39
H: 1.52 4.60 -0.20
H: 2.96 3.75 -0.18
H: 2.06 3.77 1.37
H: 2.18 0.34 3.64
H: 3.02 1.69 2.94
H: 2.24 0.58 1.92
H: 1.17 2.27 5.25
H: -0.60 3.95 5.45
H: -1.77 4.82 3.56
H: -1.61 5.04 0.93
H: -2.87 3.83 1.30
H: -1.58 3.37 0.16
C: -0.71 -1.02 4.38
C: -0.39 -1.00 3.00
N: -1.15 -0.43 2.10
C: -2.29 0.24 2.47
C: -2.73 0.25 3.77
C: -1.85 -0.35 4.77
C: -4.02 0.83 4.07
C: -4.75 1.37 3.03
C: -4.29 1.39 1.73
C: -4.97 2.09 0.75
C: -4.49 2.15 -0.58
C: -3.28 1.52 -0.75
N: -2.58 0.91 0.19
C: -3.10 0.77 1.43
H: 0.02 -1.33 5.06
H: 0.42 -1.60 2.58
H: -2.14 -0.46 5.84
H: -4.48 0.86 5.02
H: -5.77 1.79 3.13
H: -5.93 2.56 0.88
H: -4.97 2.77 -1.33
H: -2.82 1.57 -1.72

The molecule's Löwdin atomic charges, reported in e, are given here: atom 1 (V): 1.2663, atom 2 (C): 0.0629, atom 3 (O): -0.0050, atom 4 (C): -0.2493, atom 5 (C): 0.0199, atom 6 (C): -0.0143, atom 7 (C): -0.0563, atom 8 (C): -0.3093, atom 9 (C): 0.0556, atom 10 (O): -0.0473, atom 11 (C): -0.3277, atom 12 (O): -0.1035, atom 13 (C): 0.1111, atom 14 (H): 0.1090, atom 15 (H): 0.0710, atom 16 (H): 0.1398, atom 17 (H): 0.1246, atom 18 (H): 0.1505, atom 19 (H): 0.1275, atom 20 (H): 0.0584, atom 21 (H): 0.1197, atom 22 (H): 0.1541, atom 23 (C): -0.0167, atom 24 (C): -0.1920, atom 25 (C): -0.0090, atom 26 (C): -0.0276, atom 27 (C): -0.0119, atom 28 (C): -0.2006, atom 29 (C): -0.0307, atom 30 (C): -0.2276, atom 31 (N): 0.0657, atom 32 (C): -0.1706, atom 33 (C): 0.0389, atom 34 (C): -0.1910, atom 35 (C): 0.0544, atom 36 (N): 0.0931, atom 37 (C): -0.2321, atom 38 (C): -0.2137, atom 39 (C): -0.0185, atom 40 (C): -0.0028, atom 41 (C): -0.0445, atom 42 (C): -0.0264, atom 43 (C): -0.1883, atom 44 (C): -0.0074, atom 45 (H): 0.0992, atom 46 (H): 0.0734, atom 47 (H): 0.0654, atom 48 (H): 0.1291, atom 49 (H): 0.1264, atom 50 (H): 0.1521, atom 51 (H): 0.0996, atom 52 (H): 0.0915, atom 53 (H): 0.0694, atom 54 (H): 0.1045, atom 55 (H): 0.1223, atom 56 (H): 0.1011, atom 57 (H): 0.1070, atom 58 (H): 0.1100, atom 59 (H): 0.0956, atom 60 (H): 0.0789, atom 61 (H): 0.0950, atom 62 (H): 0.0727, atom 63 (H): 0.1354, atom 64 (H): 0.1273, atom 65 (H): 0.1243, atom 66 (H): 0.0948, atom 67 (H): 0.1069, atom 68 (H): 0.0563, atom 69 (C): 0.0142, atom 70 (C): -0.0897, atom 71 (N): 0.0558, atom 72 (C): -0.1455, atom 73 (C): -0.0924, atom 74 (C): 0.0845, atom 75 (C): 0.0625, atom 76 (C): 0.0177, atom 77 (C): -0.1795, atom 78 (C): 0.0562, atom 79 (C): 0.0317, atom 80 (C): -0.1131, atom 81 (N): 0.0537, atom 82 (C): -0.1479, atom 83 (H): 0.1123, atom 84 (H): 0.1253, atom 85 (H): 0.1532, atom 86 (H): 0.1236, atom 87 (H): 0.1521, atom 88 (H): 0.1432, atom 89 (H): 0.1370, atom 90 (H): 0.1086

***

| no. | molar mass (u) |
| --- | --- |
| 1 | 82.1 |
| 2 | 531.8 |
| 3 | 688.7 |